This record from the OMol25 dataset describes a structure of composition C28H26N2PSe3TeTi. The level of theory is wB97M-V/def2-TZVPD.

Results
* M: 833.851 g/mol
* net charge: +1
* E: -9855.1770 a.u.

XYZ file:
```
62
Properties=species:S:1:pos:R:3:forces:R:3:nbo_charge:R:1
Ti -0.6362 1.7745 -0.5698 -0.0692 -0.0790 0.0148 0.82
C -2.2621 0.7329 3.2731 0.0036 0.0056 0.0069 -0.65
C -2.7619 -0.3651 2.3721 0.0064 0.0013 0.0030 -0.03
C -4.0528 -0.8585 2.5374 -0.0049 -0.0010 -0.0044 -0.20
C -4.5284 -1.9147 1.7747 0.0002 0.0030 0.0011 -0.18
C -3.7115 -2.5085 0.8247 -0.0001 -0.0006 0.0013 -0.21
C -2.4242 -2.0318 0.6388 -0.0023 0.0043 0.0052 -0.22
C -1.9486 -0.9667 1.3995 0.0011 -0.0016 -0.0053 -0.28
P -0.3074 -0.2754 1.0512 -0.0169 0.0022 -0.0150 0.98
C 0.7280 -0.4117 2.5430 0.0120 -0.0001 -0.0002 -0.38
C 1.7809 0.4991 2.6353 -0.0051 -0.0047 0.0072 -0.18
C 2.6598 0.4928 3.7034 0.0059 0.0011 0.0020 -0.22
C 2.4911 -0.4490 4.7044 0.0017 -0.0013 0.0023 -0.16
C 1.4803 -1.3896 4.5981 -0.0007 0.0019 -0.0065 -0.21
C 0.5923 -1.4110 3.5234 -0.0078 -0.0074 0.0042 0.02
C -0.4122 -2.5332 3.4685 -0.0025 0.0021 0.0025 -0.64
C 0.5399 -1.3171 -0.1622 -0.0034 0.0100 0.0076 -0.42
C 1.5317 -2.2479 0.1229 0.0099 -0.0068 -0.0028 -0.17
C 2.2088 -2.8608 -0.9213 -0.0066 0.0089 -0.0033 -0.22
C 1.8986 -2.5300 -2.2355 0.0013 -0.0040 0.0063 -0.17
C 0.9020 -1.6060 -2.5197 0.0100 -0.0041 -0.0120 -0.24
C 0.2011 -0.9979 -1.4831 0.0031 0.0127 0.0272 0.10
C -0.9040 -0.0201 -1.6647 0.0029 -0.0180 0.0038 -0.88
H -3.0965 1.2815 3.7074 0.0000 0.0005 -0.0014 0.24
H -1.6281 1.4518 2.7489 0.0004 0.0019 -0.0007 0.23
H -1.6696 0.3199 4.0938 -0.0002 0.0007 -0.0024 0.23
H -4.6932 -0.4061 3.2851 0.0011 0.0016 0.0005 0.22
H -5.5372 -2.2754 1.9258 -0.0004 0.0008 0.0004 0.23
H -4.0727 -3.3374 0.2310 -0.0006 0.0006 -0.0003 0.23
H -1.7791 -2.5002 -0.0957 0.0000 -0.0014 0.0000 0.22
H 1.9350 1.2184 1.8414 -0.0010 0.0021 -0.0030 0.21
H 3.4633 1.2152 3.7509 0.0011 -0.0009 0.0013 0.23
H 3.1572 -0.4688 5.5568 0.0021 0.0027 -0.0012 0.23
H 1.3800 -2.1492 5.3636 -0.0005 -0.0007 0.0004 0.22
H -1.4192 -2.2023 3.7259 0.0003 0.0000 0.0008 0.23
H -0.1274 -3.3102 4.1758 0.0024 -0.0008 -0.0002 0.23
H -0.4660 -2.9849 2.4781 0.0016 -0.0001 0.0005 0.22
H 1.7942 -2.4714 1.1499 -0.0026 -0.0005 0.0005 0.23
H 2.9858 -3.5835 -0.7119 -0.0004 0.0005 -0.0008 0.23
H 2.4366 -3.0023 -3.0474 -0.0001 0.0001 0.0001 0.23
H 0.6576 -1.3654 -3.5478 -0.0031 0.0028 0.0017 0.22
H -1.8669 -0.4439 -1.3717 -0.0009 -0.0033 -0.0055 0.25
H -0.9928 0.3208 -2.7004 -0.0028 0.0065 0.0023 0.23
Se -2.9840 2.1091 0.1348 0.0322 -0.0034 -0.0433 -0.10
Se -2.1956 3.6082 -1.4348 0.0100 0.0302 0.0331 0.03
Te -0.5626 5.0766 -0.0673 -0.0051 -0.0080 -0.0220 0.36
Se 0.4241 3.1535 1.2154 0.0105 0.0075 0.0251 -0.34
N 2.9342 2.3053 -2.7957 -0.0338 0.0251 -0.0266 -0.49
C 2.1414 2.2890 -1.7184 0.0220 -0.0007 0.0216 0.29
N 0.8608 2.2424 -2.0355 0.0063 0.0085 -0.0507 -0.60
C 0.8179 2.2398 -3.4373 0.0305 -0.0062 0.0299 0.15
C -0.2583 2.2123 -4.3234 0.0097 0.0129 0.0138 -0.22
C 0.0295 2.2149 -5.6724 -0.0035 0.0022 -0.0015 -0.20
C 1.3509 2.2471 -6.1446 -0.0012 0.0011 -0.0044 -0.19
C 2.4239 2.2816 -5.2795 0.0051 0.0025 0.0087 -0.21
C 2.1244 2.2772 -3.9223 0.0011 -0.0134 -0.0153 0.09
H 3.9390 2.3550 -2.7749 0.0015 -0.0054 0.0011 0.44
H 2.5179 2.3225 -0.7089 -0.0097 0.0085 0.0012 0.24
H -1.2799 2.1978 -3.9706 -0.0075 0.0003 -0.0138 0.23
H -0.7818 2.1954 -6.3870 -0.0029 0.0011 0.0032 0.23
H 1.5295 2.2492 -7.2110 -0.0009 0.0005 0.0001 0.23
H 3.4429 2.3124 -5.6403 0.0008 -0.0007 0.0013 0.23
```
Forces are in eV/Å.

=====

This record from the OMol25 dataset describes a structure of composition C28H26N4O4. The level of theory is wB97M-V/def2-TZVPD.

Results
* M: 482.540 g/mol
* E: -1601.7273 a.u.

XYZ file:
```
62
Properties=species:S:1:pos:R:3:forces:R:3:nbo_charge:R:1
O -2.2373 -0.5531 -2.5765 0.7062 -0.4895 -0.6374 -0.64
C -1.3449 -0.8152 -1.7722 -3.1793 1.6023 0.0195 0.72
N -1.2349 0.0279 -0.6833 2.3762 -5.1907 -3.2768 -0.63
H -0.7211 -0.3642 0.0670 0.3419 0.5134 1.3060 0.42
C -2.1495 0.9770 -0.6207 -2.8385 5.1907 8.2594 -0.03
C -3.6239 0.7213 0.0060 5.7664 1.9037 2.9529 0.37
N -4.1767 0.8834 1.2970 3.5105 0.8414 -4.9748 -0.45
C -5.3883 0.5397 0.9340 -4.8519 -3.5625 2.4631 0.11
C -6.4255 0.5004 1.9207 4.8533 2.3339 2.1964 -0.18
C -7.5376 -0.1360 1.6445 -4.7294 1.1268 4.6951 -0.25
C -7.8513 -0.4046 0.3914 -1.5363 -5.5135 -6.3497 -0.22
C -6.9143 -0.4743 -0.6978 1.9061 3.6748 7.9874 -0.21
C -5.5744 -0.1857 -0.3531 -1.4610 4.8732 3.6031 0.04
N -4.4056 0.2922 -0.8834 -2.8441 -5.3421 -8.9579 -0.52
H -4.1917 -0.0877 -1.9893 0.3434 1.8977 4.3101 0.47
H -7.0466 -0.9993 -1.4604 -2.0171 -4.0037 -6.7842 0.18
H -8.7175 -1.1993 0.1893 1.2792 2.3944 0.4474 0.21
H -8.4156 -0.1935 2.4567 2.1733 -0.0932 -1.7579 0.21
H -6.0991 0.9790 2.9400 -1.0028 -1.1683 -1.9160 0.22
H -2.2572 1.6881 -1.3344 -0.2665 0.9308 -3.3749 0.23
C -1.5280 2.0500 0.4638 0.6256 -5.6656 3.4793 -0.44
C -0.1520 2.3564 0.3591 6.5976 -0.3995 -5.5835 0.07
C 0.3147 3.0326 -0.9135 -8.0387 -2.0929 3.3332 -0.25
C 1.5871 3.1353 -1.1367 -3.7248 7.1364 -12.4469 -0.20
C 2.6445 2.7811 -0.7158 10.5046 -8.0748 13.1681 -0.22
C 2.3896 1.9888 0.6918 -4.9981 -0.3702 -1.7879 -0.17
C 0.9844 1.5967 1.0278 2.5882 7.1279 -9.1076 -0.27
H 0.7548 1.4310 1.9146 -1.5923 -2.8857 8.1268 0.17
H 2.9949 1.5641 1.4769 1.2438 0.2537 -0.4364 0.21
H 3.7184 2.7076 -0.6689 0.0900 1.1698 -1.9405 0.26
H 1.9216 3.7038 -2.2779 -1.5865 -1.1301 2.6257 0.17
H -0.4825 3.2819 -1.7449 1.7357 -0.0867 2.0053 0.22
H -1.5493 1.6376 1.5599 -0.8248 0.0444 -1.7997 0.22
H -2.0321 2.8812 0.5572 -3.2725 4.2739 -0.1292 0.22
C -0.5749 -2.0571 -1.8407 3.5575 4.8959 1.0092 -0.35
C -0.6712 -2.7315 -0.6180 -2.1272 -8.6084 -0.5980 -0.50
C 0.4213 -2.5481 0.1447 1.5402 0.1318 14.2422 0.62
O 0.4425 -2.8810 1.7396 -0.3374 1.0288 -8.0077 -0.76
N 1.2749 -1.7269 -0.3328 -0.0594 0.1422 -3.4170 -0.38
C 2.4157 -1.1970 0.2370 1.5595 -0.3691 -8.3986 0.13
C 3.5499 -0.8646 -0.5725 -6.7203 0.7228 -2.4663 -0.20
C 4.5618 -0.2746 -0.0291 3.1295 2.7064 -12.2282 0.19
C 4.9266 -0.5097 1.1143 7.3804 -1.2269 12.2315 0.21
C 4.0272 -1.1279 1.9827 1.2995 2.2137 -0.5740 -0.19
C 2.7377 -1.3395 1.4280 4.1269 -1.5718 10.9853 -0.21
H 2.2845 -1.8699 2.1825 -2.6628 -0.7885 0.9158 0.29
H 4.4115 -1.1681 3.0440 -1.1722 -0.5829 -1.2262 0.25
O 6.3783 -0.2343 1.6193 -4.4851 0.3693 -1.7040 -0.53
C 7.2435 0.1935 0.4722 2.0041 -4.8501 4.6089 -0.14
C 6.4962 0.9793 -0.5270 6.8996 -3.3306 -4.9711 -0.11
H 7.3930 1.1368 -1.4071 -1.8197 -0.3174 2.0347 0.18
O 5.5896 0.2498 -1.2304 -4.0351 -0.9081 3.9415 -0.49
H 6.4529 1.9369 -0.2877 -1.9271 4.4047 1.5227 0.19
H 8.1181 0.5413 1.1424 -1.2844 0.7959 -1.8566 0.23
H 7.6737 -0.9395 0.3110 -0.9772 2.8734 -1.4268 0.20
H 3.3318 -0.5890 -1.5789 0.2489 -0.3652 -1.0087 0.23
C 0.9002 -1.6018 -1.8034 -2.1480 7.9568 4.4868 -0.15
H 1.4796 -2.1274 -2.3472 4.2780 -3.6226 -3.9197 0.19
H 1.0713 -0.3851 -1.9627 -0.5414 -3.2067 -0.3536 0.23
H -0.4145 -3.9889 -0.6515 -0.6298 2.4561 -0.8371 0.30
H -1.6244 -2.9354 -0.2615 -1.6255 0.4391 1.5916 0.29
H -0.6844 -2.4939 -2.7068 -1.3493 -2.6087 -4.2945 0.25
```
Forces are in eV/Å.